1.
DFT (ωB97M-V/def2-TZVPD) results for the molecule C9H16N2.

```
27
Properties=species:S:1:pos:R:3:forces:R:3
N -0.0986 0.9495 -1.1436 1.2 0.3 -3.3
N 0.7592 -0.0451 -1.2572 1.8 -1.1 -0.6
C 1.2927 0.0404 1.1665 -0.6 -0.5 0.5
C -2.1699 -1.2580 -0.8959 2.1 -0.9 0.2
C -1.2890 0.1932 0.8536 0.5 -0.6 1.3
C -0.7882 1.2713 -0.1010 -0.4 0.1 0.9
C 2.8523 -0.9190 -0.4568 0.4 0.7 -3.7
C -1.3717 2.6535 -0.1003 -2.1 1.1 0.4
C -1.6119 -1.2775 0.5920 -1.9 2.5 -1.5
C 1.3933 -0.8076 -0.1307 -0.4 1.5 0.4
C -0.0388 0.7770 1.2056 0.1 -1.1 1.1
H -0.0046 1.6606 1.8007 -0.2 0.7 0.5
H 0.8790 -1.7666 0.0048 0.3 0.3 -0.2
H 1.2429 -0.7191 2.0405 0.8 1.5 -1.1
H -0.5885 3.4239 -0.0307 -0.2 -0.3 0.0
H -1.9757 2.9117 -1.0655 0.9 -0.8 1.8
H -2.5047 -1.4344 1.2299 0.5 -0.3 -0.1
H 3.2227 0.0947 -0.8746 -0.7 -1.5 0.5
H -0.8934 -2.0406 0.7806 0.7 -0.5 0.2
H -2.0649 2.7380 0.8408 1.2 0.0 -1.9
H -2.8551 -2.1082 -0.9594 -0.5 0.7 -0.5
H -1.3174 -1.4887 -1.6174 -1.1 0.3 0.9
H 3.0969 -1.7016 -1.2239 -0.4 0.7 0.4
H 1.4687 0.0872 -2.0320 -1.7 0.1 1.1
H -2.4594 -0.2010 -1.0951 -0.7 -1.3 -0.1
H 3.5101 -1.0936 0.3157 1.0 -0.6 2.2
H 2.1371 0.8039 1.1764 -0.8 -1.2 0.5
```
Forces are in eV/Å.

Output
- frontier orbital gap (alpha / beta) (eV) = 7.84 / 7.05
- charge = 0

Mulliken charges in e: atom 1 (N): -0.710, atom 2 (N): -0.109, atom 3 (C): -0.823, atom 4 (C): -0.951, atom 5 (C): -0.364, atom 6 (C): 1.241, atom 7 (C): -1.786, atom 8 (C): -1.468, atom 9 (C): -0.589, atom 10 (C): 0.559, atom 11 (C): -0.447, atom 12 (H): 0.591, atom 13 (H): 0.114, atom 14 (H): 0.246, atom 15 (H): 0.331, atom 16 (H): 0.336, atom 17 (H): 0.405, atom 18 (H): 0.444, atom 19 (H): 0.362, atom 20 (H): 0.290, atom 21 (H): 0.417, atom 22 (H): 0.176, atom 23 (H): 0.347, atom 24 (H): 0.339, atom 25 (H): 0.253, atom 26 (H): 0.438, atom 27 (H): 0.357

***

2.
DFT (ωB97M-V/def2-TZVPD) results for the ion C9H16N2 with charge +2.

```
27
Properties=species:S:1:pos:R:3:forces:R:3
N 0.7002 0.7718 2.5064 -4.5 3.1 -0.5
N -1.4180 2.2852 2.1803 5.5 -4.2 -1.7
C -0.1513 1.1763 0.1752 -0.4 -0.3 2.1
C -0.8203 -1.7671 -0.8661 -1.3 1.7 1.4
C -0.1079 1.2736 1.6147 -2.0 0.6 -1.6
C 0.5613 -1.3636 -0.2742 -2.8 -1.4 4.1
C 1.7257 -2.2767 -0.6925 -1.5 0.4 1.0
C -2.1976 2.8109 2.7739 -3.1 2.9 1.5
C -0.4280 2.6238 -0.4554 -0.9 -3.6 -1.9
C -1.4616 1.5565 -0.6824 -1.2 1.0 1.9
C 0.8122 0.1290 -0.4189 0.6 0.7 0.4
H -1.7329 -1.7330 -0.0979 1.9 0.7 -1.7
H 1.2233 -3.1678 -1.1262 1.2 0.5 0.0
H -2.5025 1.6682 -0.1789 2.1 -0.3 -0.6
H 0.3112 -1.5844 0.9210 1.1 0.7 -2.5
H 0.2247 2.7724 -1.2590 1.1 0.2 -1.1
H -0.9556 -2.7341 -1.2419 0.6 -1.8 -0.4
H 1.4570 0.3563 2.0875 2.8 -1.7 -0.6
H -2.9519 3.5130 3.1549 0.2 -0.6 0.2
H 2.3043 -2.5109 0.2115 0.1 -0.2 -0.6
H -0.9231 -1.1446 -1.7487 -0.8 0.2 -0.2
H -1.5588 0.9212 -1.5838 0.6 0.8 0.5
H -0.5192 3.4562 0.1417 -0.6 1.5 1.5
H 2.2857 -1.6463 -1.3451 0.9 -0.5 -1.0
H 1.8647 0.3701 -0.2977 0.4 0.1 1.3
H 0.8404 0.4737 -1.4060 -0.6 -0.2 -2.3
H 0.5676 1.0381 3.4633 0.6 -0.3 0.8
```
Forces are in eV/Å.

Output
- frontier orbital gap (eV) = 7.53
- SMILES string = C#[N+]C(=[NH2+])C1(CC(C)C)CC1
- charge = +2

Mulliken charges in e: atom 1 (N): -0.207, atom 2 (N): -0.029, atom 3 (C): 1.028, atom 4 (C): -1.381, atom 5 (C): 0.546, atom 6 (C): 1.429, atom 7 (C): -1.184, atom 8 (C): 0.110, atom 9 (C): -0.917, atom 10 (C): -0.438, atom 11 (C): -2.734, atom 12 (H): 0.225, atom 13 (H): 0.308, atom 14 (H): 0.182, atom 15 (H): 0.091, atom 16 (H): 0.322, atom 17 (H): 0.475, atom 18 (H): 0.277, atom 19 (H): 0.457, atom 20 (H): 0.326, atom 21 (H): 0.258, atom 22 (H): 0.338, atom 23 (H): 0.346, atom 24 (H): 0.386, atom 25 (H): 0.751, atom 26 (H): 0.731, atom 27 (H): 0.303

***

3.
DFT (ωB97M-V/def2-TZVPD) results for the molecule C9H16N2O6.

```
33
Properties=species:S:1:pos:R:3:forces:R:3
O -4.2031 -1.9036 0.7219 -0.1 0.2 -0.8
O 2.2571 -1.8058 1.4373 -0.2 -0.4 -0.1
O 2.6713 -2.9243 -0.4876 -0.7 0.4 0.5
O -4.7639 -1.5916 -1.4033 -1.4 -2.0 -0.7
O 3.9114 -0.3644 -1.4389 0.7 1.0 -0.1
O -0.0669 1.0791 -1.4703 -1.2 0.2 1.2
N -1.9300 2.5425 0.2427 0.2 -1.2 -0.4
N 0.6836 -0.1331 0.2429 -1.3 0.6 1.5
C -3.1176 -0.1179 -0.4816 -0.6 0.3 0.7
C -4.1009 -1.2828 -0.3208 1.4 0.8 2.0
C -0.2343 0.7473 -0.2896 2.1 -0.3 -1.0
C -1.3221 1.2618 0.6562 -1.0 -0.1 0.9
C 3.5749 0.9041 0.6667 -0.5 0.1 -0.1
C 1.8099 -0.6265 -0.5480 -0.6 -0.4 1.1
C -2.4101 0.1734 0.8763 -0.3 -0.3 -1.9
C 2.9861 0.3943 -0.6484 -0.9 -0.7 -1.0
C 2.2439 -1.9589 0.0853 1.1 0.7 -0.5
H 2.5268 1.1865 -1.2930 0.6 -0.2 0.8
H 1.4387 -0.8365 -1.5474 0.2 0.1 -0.1
H -1.2656 3.2702 0.4447 0.1 0.4 -0.1
H -3.1975 0.5216 1.5625 0.6 -0.1 0.0
H 2.5485 -2.6452 1.8094 0.2 -0.2 0.2
H -2.4485 -0.3977 -1.3031 0.1 0.2 0.2
H 0.5969 -0.3183 1.2662 0.5 0.0 -1.5
H -1.9915 -0.7871 1.1913 0.1 0.4 0.4
H -2.0131 2.4905 -0.7742 0.0 0.3 0.2
H 4.4850 0.2580 -1.9227 -0.3 -0.5 0.3
H 2.7529 1.2985 1.3160 0.7 -0.1 -0.5
H 4.0766 0.0896 1.2092 -0.1 0.3 -0.2
H -5.2189 -2.4642 -1.1642 0.5 1.6 -0.6
H -3.6180 0.8323 -0.7546 -0.1 -0.7 -0.3
H 4.2987 1.7066 0.4357 -0.3 -0.3 0.3
H -0.9602 1.4020 1.6834 0.6 0.1 -0.4
```
Forces are in eV/Å.

Output
- frontier orbital gap (eV) = 10.15
- SMILES string = C[C@@H](O)[C@H](NC(=O)[C@@H](N)CCC(=O)O)C(=O)O
- charge = 0

Mulliken charges in e: atom 1 (O): -0.589, atom 2 (O): -0.450, atom 3 (O): -0.546, atom 4 (O): -0.433, atom 5 (O): -0.567, atom 6 (O): -0.682, atom 7 (N): -0.740, atom 8 (N): -0.081, atom 9 (C): -0.537, atom 10 (C): 0.503, atom 11 (C): 0.188, atom 12 (C): 0.027, atom 13 (C): -1.282, atom 14 (C): 0.156, atom 15 (C): -0.677, atom 16 (C): 0.009, atom 17 (C): 0.112, atom 18 (H): 0.488, atom 19 (H): 0.479, atom 20 (H): 0.296, atom 21 (H): 0.396, atom 22 (H): 0.342, atom 23 (H): 0.265, atom 24 (H): 0.308, atom 25 (H): 0.348, atom 26 (H): 0.299, atom 27 (H): 0.352, atom 28 (H): 0.262, atom 29 (H): 0.292, atom 30 (H): 0.365, atom 31 (H): 0.271, atom 32 (H): 0.423, atom 33 (H): 0.404

***

4.
DFT (ωB97M-V/def2-TZVPD) results for the molecule C9H16N2S.

```
28
Properties=species:S:1:pos:R:3:forces:R:3
S -3.0474 -0.0450 -0.4442 0.2 1.3 -0.1
N -2.6255 -2.6559 0.4420 -0.3 -0.2 0.5
N -0.1439 -0.3125 -0.1591 -0.7 -0.4 0.0
C 0.9742 -2.3881 -0.1959 0.2 0.3 0.0
C -2.5084 2.5321 0.1207 0.0 0.0 0.1
C 1.1840 -0.8650 -0.1373 0.5 -0.1 0.0
C 1.9847 -0.4420 -1.3797 -0.2 0.0 0.2
C -2.8523 -1.4764 0.4566 0.6 -0.9 0.0
C -1.9317 1.1597 -0.0387 -0.9 -0.4 -0.6
C -0.5260 0.8954 0.0017 0.3 0.0 0.1
C 1.9592 -0.5325 1.1506 -0.1 0.0 -0.2
C 0.3343 2.1168 0.2582 0.2 -0.2 -0.1
H 2.1382 0.6335 -1.4107 0.1 0.1 0.0
H 2.7581 -1.2573 1.2939 0.1 0.0 0.0
H 0.4340 -2.7210 0.6868 -0.1 -0.1 0.1
H 0.0241 2.9430 -0.3783 0.0 0.1 0.0
H 1.4443 -0.7302 -2.2783 0.0 0.0 -0.1
H 1.2869 -0.5829 2.0058 0.0 0.0 0.1
H -2.1934 -3.2422 -0.2627 0.1 0.2 -0.2
H 0.2272 2.4236 1.2985 0.0 0.1 0.0
H 2.9548 -0.9336 -1.3808 0.1 0.0 0.0
H -2.2077 2.9690 1.0763 -0.1 0.1 0.0
H 1.9278 -2.9080 -0.2487 0.1 -0.1 0.0
H 0.3879 -2.6404 -1.0765 -0.1 0.0 -0.1
H -3.5952 2.4818 0.0911 0.0 0.1 0.0
H 1.3808 1.9151 0.0624 0.0 0.0 0.0
H -2.1770 3.2060 -0.6743 0.0 0.1 0.1
H 2.4081 0.4572 1.1205 0.0 0.1 0.0
```
Forces are in eV/Å.

Output
- frontier orbital gap (alpha / beta) (eV) = 7.24 / 6.45
- charge = 0

Mulliken charges in e: atom 1 (S): -0.165, atom 2 (N): -0.501, atom 3 (N): -0.364, atom 4 (C): -1.805, atom 5 (C): -1.407, atom 6 (C): 1.375, atom 7 (C): -1.550, atom 8 (C): 0.412, atom 9 (C): 0.610, atom 10 (C): 0.712, atom 11 (C): -1.666, atom 12 (C): -1.480, atom 13 (H): 0.301, atom 14 (H): 0.438, atom 15 (H): 0.374, atom 16 (H): 0.387, atom 17 (H): 0.403, atom 18 (H): 0.394, atom 19 (H): 0.296, atom 20 (H): 0.304, atom 21 (H): 0.429, atom 22 (H): 0.287, atom 23 (H): 0.476, atom 24 (H): 0.360, atom 25 (H): 0.426, atom 26 (H): 0.280, atom 27 (H): 0.334, atom 28 (H): 0.343

***

It is found that the maximum force values, taken in the order of the records, are 3.78 7.09 2.57 1.32 eV/A.